This record from OMol25 describes the molecule C7H8N2O. The level of theory is wB97M-V/def2-TZVPD.

Last column: Mulliken charge in e.
Atoms and positions in Å:
C  1.810  -0.711  -2.419  -0.8046
C  2.624  0.045  -1.522  -0.4775
C  0.546  -0.593  -1.849  -0.3398
C  1.936  0.340  -0.350  -0.1260
C  -0.417  0.094  0.269  0.5149
C  -2.470  0.018  1.106  -0.3983
C  -1.373  0.425  2.204  -0.2794
N  -1.650  -0.158  -0.022  -0.5070
N  0.672  0.016  -0.602  0.1622
O  -0.120  0.386  1.605  -0.3301
H  2.127  -1.275  -3.171  0.5452
H  3.661  0.356  -1.663  0.3759
H  -0.508  -0.806  -2.003  0.4003
H  2.302  0.911  0.606  0.2658
H  -3.011  -0.972  1.327  0.2263
H  -3.122  0.745  0.814  0.3001
H  -1.617  1.551  2.576  0.2256
H  -1.389  -0.369  3.092  0.2465

Atoms 1-2, force components in eV/Å:
C -2.629 3.220 4.387
C 1.458 -0.088 1.338

Properties
SMILES string: c1ccn(C2=NCCO2)c1
E_HOMO: -0.308 Ha
LUMO level: 0.0331 Eh
Frontier orbital gap: 9.28 eV
Strongest force on any atom: 6.0 eV Å⁻¹
ΔE to the lowest compared entry with this formula, charge and spin: 219.6 kJ/mol

---

This record from OMol25 describes the ion C4H7N2 with charge +1. The level of theory is wB97M-V/def2-TZVPD.

Last column: Mulliken charge in e.
Atoms and positions in Å:
C  1.192  -0.761  -0.905  -0.0441
C  -1.358  -0.677  -0.258  0.3862
C  -2.726  -0.252  -0.069  -0.8137
C  2.140  1.018  0.613  -0.5831
N  -0.256  -0.889  -0.492  0.0764
N  1.944  0.021  -0.342  -0.1841
H  -2.937  0.697  -0.589  0.3188
H  -2.794  -0.155  1.006  0.3263
H  -3.359  -1.125  -0.156  0.3329
H  1.289  1.451  1.245  0.2686
H  2.768  1.841  0.241  0.2566
H  2.599  0.340  1.355  0.3034
H  1.499  -1.509  -1.649  0.3557

Atoms 1-2, force components in eV/Å:
C 0.836 -0.156 0.764
C 0.594 0.460 -0.858

Properties
Net charge: +1
SMILES string: CC#[N+]/C=N\C
E_HOMO: -0.527 Ha
LUMO level: -0.1669 Eh
Frontier orbital gap: 9.81 eV
Strongest force on any atom: 2.6 eV Å⁻¹
ΔE to the lowest compared entry with this formula, charge and spin: 352.6 kJ/mol

---

This record from OMol25 describes the molecule C3H5NOS2. The level of theory is wB97M-V/def2-TZVPD.

Last column: Mulliken charge in e.
Atoms and positions in Å:
C  0.899  -0.800  -0.240  -0.7108
C  -0.146  -0.352  0.569  0.6561
C  -1.129  1.435  -0.875  -0.0423
H  2.065  -1.703  1.684  0.1574
H  0.562  -0.987  -1.251  0.3580
H  1.530  0.217  -0.394  0.2898
H  -1.678  0.868  1.001  0.3045
H  -2.121  2.029  -0.588  0.2362
N  -1.179  0.516  0.120  -0.2127
O  -0.369  -0.724  1.706  -0.5743
S  1.683  -2.280  0.381  -0.2037
S  -0.119  1.781  -2.114  -0.2583

Atoms 1-2, force components in eV/Å:
C 3.243 1.717 -2.211
C -4.236 0.103 3.139

Properties
SMILES string: O=C(CS)NC=S
E_HOMO: -0.336 Ha
LUMO level: -0.0050 Eh
Frontier orbital gap: 9.00 eV
Strongest force on any atom: 5.3 eV Å⁻¹
ΔE to the lowest compared entry with this formula, charge and spin: 142.1 kJ/mol

---

This record from OMol25 describes the molecule C16H16N2O5. The level of theory is wB97M-V/def2-TZVPD.

Last column: Mulliken charge in e.
Atoms and positions in Å:
C  -6.575  -1.044  0.393  -0.9625
H  -6.344  -1.607  1.304  0.3598
O  -5.709  0.050  0.224  -0.4309
C  -4.369  -0.184  0.057  1.3392
C  -3.813  -1.457  0.089  -0.3397
C  -2.453  -1.665  -0.053  -1.2589
C  -1.603  -0.584  -0.243  0.2633
C  -2.151  0.691  -0.299  -0.8340
C  -3.514  0.919  -0.154  0.3756
O  -3.866  2.231  -0.215  -0.4499
C  -5.213  2.632  -0.327  -0.7255
H  -5.173  3.710  -0.488  0.2895
H  -5.779  2.420  0.582  0.2335
H  -5.706  2.157  -1.179  0.2963
H  -1.509  1.539  -0.460  0.4850
C  -0.146  -0.770  -0.398  0.6320
N  0.411  0.088  -1.163  -0.5781
O  1.786  0.038  -1.478  -0.2124
C  2.713  0.025  -0.531  0.7676
O  2.540  -0.137  0.649  -0.6376
O  3.889  0.182  -1.150  -0.3314
C  5.076  0.269  -0.432  0.3751
C  6.196  -0.279  -1.045  -0.4178
C  7.428  -0.190  -0.425  -0.4033
C  7.544  0.437  0.805  -0.4861
C  6.425  0.984  1.406  -0.5099
C  5.185  0.910  0.793  -0.2649
H  4.316  1.339  1.264  0.3955
H  6.511  1.480  2.361  0.3630
H  8.506  0.502  1.290  0.3773
H  8.298  -0.615  -0.902  0.3746
H  6.083  -0.761  -2.004  0.4241
N  0.402  -1.857  0.210  -0.4731
H  -0.138  -2.278  0.948  0.2400
H  1.398  -1.854  0.371  0.2156
H  -2.076  -2.676  -0.046  0.4844
H  -4.450  -2.315  0.232  0.4010
H  -7.571  -0.613  0.482  0.2559
H  -6.550  -1.717  -0.470  0.3676

Atoms 1-2, force components in eV/Å:
C -0.145 -0.176 0.035
H 0.003 0.009 -0.049

Properties
SMILES string: COc1ccc(/C(N)=N/OC(=O)Oc2ccccc2)cc1OC
E_HOMO: -0.304 Ha
LUMO level: 0.0260 Eh
Frontier orbital gap: 8.98 eV
Strongest force on any atom: 1.4 eV Å⁻¹
ΔE to the lowest compared entry with this formula, charge and spin: 334.1 kJ/mol

---

What did the second record say?
This record from OMol25 describes the ion C4H7N2 with charge +1. The level of theory is wB97M-V/def2-TZVPD.

Last column: Mulliken charge in e.
Atoms and positions in Å:
C  1.192  -0.761  -0.905  -0.0441
C  -1.358  -0.677  -0.258  0.3862
C  -2.726  -0.252  -0.069  -0.8137
C  2.140  1.018  0.613  -0.5831
N  -0.256  -0.889  -0.492  0.0764
N  1.944  0.021  -0.342  -0.1841
H  -2.937  0.697  -0.589  0.3188
H  -2.794  -0.155  1.006  0.3263
H  -3.359  -1.125  -0.156  0.3329
H  1.289  1.451  1.245  0.2686
H  2.768  1.841  0.241  0.2566
H  2.599  0.340  1.355  0.3034
H  1.499  -1.509  -1.649  0.3557

Atoms 1-2, force components in eV/Å:
C 0.836 -0.156 0.764
C 0.594 0.460 -0.858

Properties
Net charge: +1
SMILES string: CC#[N+]/C=N\C
E_HOMO: -0.527 Ha
LUMO level: -0.1669 Eh
Frontier orbital gap: 9.81 eV
Strongest force on any atom: 2.6 eV Å⁻¹
ΔE to the lowest compared entry with this formula, charge and spin: 352.6 kJ/mol

---

Question: Among the records above, which one has the highest ΔE to the lowest compared entry with this formula, charge and spin?
Answer: C4H7N2